Entry 1:
{
  "formula": "C27H34N2O3",
  "method": "the ωB97M-V functional and the def2-TZVPD basis",
  "smiles": "COCCN(C[C@@H]1CCCN(C2Cc3ccccc3C2)C1)C(=O)c1ccc(C(C)=O)cc1",
  "lumo_energy_ev": 0.129,
  "de_lowest_kcal_mol": 40.16,
  "elements": ["C", "O", "C", "C", "N", "C", "C", "C", "C", "C", "N", "C", "C", "C", "C", "C", "C", "C", "C", "C", "C", "C", "O", "C", "C", "C", "C", "C", "C", "O", "C", "C", "H", "H", "H", "H", "H", "H", "H", "H", "H", "H", "H", "H", "H", "H", "H", "H", "H", "H", "H", "H", "H", "H", "H", "H", "H", "H", "H", "H", "H", "H", "H", "H", "H", "H"],
  "xyz": [[-3.86972, -4.52461, -0.69836], [-3.28265, -4.11176, 0.51787], [-1.88872, -4.24283, 0.57425], [-1.12383, -3.22571, -0.29824], [-1.59433, -1.87642, -0.06939], [-1.12894, -1.19477, 1.11631], [0.30387, -0.66099, 0.96495], [0.76690, -0.00254, 2.26490], [2.16369, 0.58928, 2.09088], [2.18952, 1.54159, 0.88743], [1.68950, 0.96740, -0.34263], [2.60644, 0.34077, -1.26535], [3.63778, 1.37751, -1.77044], [4.86111, 1.10753, -0.94812], [5.96505, 1.90945, -0.74204], [6.98205, 1.44848, 0.08319], [6.89078, 0.20723, 0.68908], [5.78200, -0.60156, 0.47929], [4.77275, -0.14487, -0.34293], [3.49143, -0.81802, -0.72753], [0.38685, 0.37462, -0.16978], [-2.42108, -1.32812, -0.98970], [-2.65808, -1.86136, -2.06207], [-3.08922, -0.03835, -0.62990], [-4.06664, -0.02461, 0.36229], [-4.75401, 1.14016, 0.63276], [-4.49117, 2.31015, -0.08300], [-5.26931, 3.52648, 0.27126], [-5.13238, 4.71934, -0.64272], [-5.98346, 3.55356, 1.24863], [-3.52685, 2.28208, -1.08908], [-2.83847, 1.11539, -1.36275], [-4.94500, -4.51076, -0.53191], [-3.62514, -3.84761, -1.52197], [-3.55435, -5.54223, -0.95750], [-1.63578, -4.09614, 1.62828], [-1.57746, -5.25624, 0.27696], [-1.28548, -3.44580, -1.35577], [-0.05717, -3.30234, -0.07695], [-1.17061, -1.88906, 1.96106], [-1.79357, -0.35745, 1.33353], [0.97148, -1.49646, 0.73300], [0.76276, -0.72947, 3.08090], [0.06722, 0.79647, 2.52433], [2.89428, -0.20816, 1.95335], [2.44757, 1.14334, 2.98725], [3.20396, 1.90542, 0.72951], [1.54929, 2.40307, 1.12082], [1.98933, -0.01567, -2.09564], [3.85512, 1.20737, -2.82757], [3.26188, 2.39410, -1.66140], [6.03557, 2.88122, -1.20898], [7.85076, 2.06638, 0.25703], [7.68820, -0.13503, 1.33226], [5.71356, -1.57018, 0.95402], [3.68040, -1.53249, -1.53410], [3.03155, -1.36295, 0.09423], [0.07821, -0.08048, -1.11343], [-0.31622, 1.18675, 0.06196], [-4.28461, -0.93103, 0.90865], [-5.51218, 1.17081, 1.40117], [-4.11435, 5.10155, -0.60316], [-5.36059, 4.43825, -1.66808], [-5.81625, 5.49917, -0.31758], [-3.30315, 3.16735, -1.66324], [-2.10010, 1.09380, -2.15010]],
  "forces_ev_per_a": [[0.0, 0.0, -0.2], [0.0, 0.1, 0.1], [0.2, 0.1, 0.0], [-0.4, -0.4, -0.1], [0.0, -0.1, 0.0], [0.4, 0.2, 0.2], [-0.3, 0.2, 0.1], [0.2, -0.2, -0.2], [-0.2, 0.2, -0.1], [0.1, 0.0, 0.2], [-0.2, 0.0, 0.0], [-0.1, 0.1, -0.2], [0.0, -0.1, -0.1], [0.1, -0.2, 0.0], [0.0, 0.0, 0.0], [0.1, 0.1, 0.0], [0.1, -0.1, 0.1], [0.1, 0.0, 0.0], [0.0, 0.2, 0.0], [-0.1, -0.1, -0.1], [0.0, -0.3, 0.1], [0.0, 0.0, 0.0], [-0.1, 0.1, -0.3], [-0.3, 0.2, -0.1], [0.1, 0.0, -0.1], [0.0, 0.2, 0.0], [0.1, -0.6, 0.1], [-0.1, 0.4, -0.1], [-0.2, 0.1, 0.2], [0.0, 0.0, 0.0], [-0.2, 0.1, 0.2], [0.1, -0.3, 0.0], [0.0, -0.1, -0.1], [0.0, -0.1, 0.0], [0.0, 0.0, 0.0], [0.1, -0.1, -0.1], [0.0, 0.1, 0.1], [0.1, 0.0, 0.1], [0.0, 0.0, 0.0], [-0.1, 0.1, 0.0], [0.1, -0.1, 0.1], [0.0, 0.0, 0.0], [-0.1, 0.0, 0.1], [-0.1, 0.1, 0.1], [0.1, 0.0, 0.0], [0.1, 0.0, 0.0], [-0.1, 0.1, 0.0], [0.1, 0.0, 0.1], [0.1, 0.0, 0.1], [0.0, 0.0, -0.1], [-0.1, 0.0, 0.0], [0.0, 0.1, 0.0], [0.1, 0.0, 0.0], [0.1, 0.0, 0.1], [0.0, -0.1, 0.1], [0.0, -0.1, 0.0], [0.0, -0.1, 0.0], [0.0, 0.1, 0.0], [-0.1, -0.1, 0.0], [0.0, -0.1, 0.1], [0.0, 0.0, 0.0], [0.1, 0.0, -0.1], [0.0, 0.0, -0.1], [0.0, 0.0, 0.0], [0.0, 0.1, -0.1], [0.1, 0.0, -0.1]],
  "mulliken_charge": [-0.63, -0.34, -0.61, -1.10, 0.86, -2.29, 2.39, -1.24, -0.43, -0.88, 0.25, 0.26, -1.60, 0.49, -0.92, -0.50, -0.57, -0.89, 1.37, -1.24, -2.00, 0.36, -0.70, 0.32, 0.06, -0.89, 0.41, 1.00, -1.41, -0.60, -0.70, -0.89, 0.23, 0.26, 0.32, 0.35, 0.44, 0.59, 0.25, 0.09, 0.63, -0.27, 0.45, 0.40, 0.18, 0.41, 0.46, 0.43, 0.62, 0.38, 0.36, 0.45, 0.40, 0.40, 0.45, 0.37, 0.30, 0.54, 0.24, 0.53, 0.47, 0.36, 0.40, 0.35, 0.35, 0.50]
}

Entry 2:
{
  "formula": "C27H34N3O4",
  "method": "the ωB97M-V functional and the def2-TZVPD basis",
  "charge": 1,
  "lumo_energy_ev": -3.914,
  "elements": ["C", "O", "C", "C", "C", "C", "C", "O", "C", "C", "N", "C", "C", "C", "C", "C", "C", "C", "C", "C", "C", "O", "N", "C", "C", "C", "H", "H", "H", "H", "H", "H", "H", "H", "H", "H", "H", "H", "H", "H", "H", "H", "H", "H", "H", "H", "H", "C", "O", "C", "C", "C", "C", "C", "N", "H", "H", "H", "H", "H", "H", "H", "H", "H", "H", "H", "H", "H"],
  "xyz": [[0.96270, 2.41517, 5.49123], [1.45392, 1.14081, 5.03263], [2.46326, 1.12910, 4.13360], [3.34713, 2.20187, 3.88532], [4.31657, 2.06252, 2.88912], [4.48430, 0.87032, 2.18432], [3.63893, -0.22016, 2.49544], [3.77544, -1.47320, 1.99667], [4.90780, -1.78827, 1.15840], [2.58558, -0.05176, 3.39771], [1.75279, -1.17559, 3.69610], [0.39001, -1.23335, 3.65852], [-0.46328, -0.15521, 3.15067], [-1.91187, -0.43182, 3.06133], [-2.82214, 0.43193, 3.56915], [-4.23993, 0.13890, 3.71386], [-5.04248, 0.88544, 4.61396], [-6.39418, 0.60035, 4.78303], [-6.98574, -0.43791, 4.04315], [-6.20987, -1.18746, 3.14651], [-4.85309, -0.90484, 2.98460], [0.03155, 0.93676, 2.81846], [0.05488, -2.47607, 4.09140], [-1.25571, -3.08013, 4.21175], [1.20494, -3.19818, 4.37859], [2.25273, -2.38671, 4.16725], [0.15979, 2.17937, 6.18526], [1.75754, 2.97158, 6.00352], [0.58424, 3.00033, 4.64518], [3.26637, 3.12668, 4.46744], [4.97641, 2.90651, 2.67903], [5.26766, 0.77161, 1.42192], [4.80942, -2.85156, 0.93939], [4.87501, -1.19881, 0.23257], [5.84675, -1.59606, 1.69363], [-2.17943, -1.32852, 2.50082], [-2.47080, 1.37998, 3.98596], [-4.57398, 1.68913, 5.18237], [-6.99632, 1.18478, 5.48356], [-8.04728, -0.65641, 4.15967], [-6.66433, -1.99597, 2.56996], [-4.25160, -1.48345, 2.28124], [-1.11942, -4.00457, 4.77814], [-1.96069, -2.43211, 4.74264], [-1.66116, -3.35751, 3.23150], [1.17632, -4.22226, 4.70885], [3.30521, -2.58198, 4.27345], [1.38244, 3.29156, 0.34613], [0.28469, 2.46130, -0.01385], [-0.32725, 2.86089, -1.21681], [-1.43507, 1.84509, -1.47956], [-2.22710, 2.12787, -2.77171], [-3.69448, 1.83098, -2.41709], [-3.75464, 1.76034, -0.86449], [-2.39818, 1.88607, -0.44425], [1.84822, 2.82041, 1.21608], [2.12893, 3.39612, -0.46258], [1.04283, 4.30585, 0.60900], [-0.78932, 3.86533, -1.11367], [0.37070, 2.85920, -2.07973], [-0.97512, 0.83716, -1.52786], [-2.09430, 3.19357, -3.00391], [-1.83402, 1.52043, -3.59191], [-4.35241, 2.61426, -2.80084], [-3.98671, 0.86446, -2.83810], [-4.38908, 2.57046, -0.46131], [-4.21156, 0.80966, -0.52960], [-2.12127, 1.89862, 0.52154]],
  "forces_ev_per_a": [[0.4, -0.1, -0.2], [0.2, 0.3, 0.2], [0.1, 0.7, -0.2], [-0.4, -0.4, 0.1], [-0.1, -0.1, 0.2], [-0.2, -0.5, 0.1], [0.7, 0.4, -0.4], [0.2, 0.0, -0.3], [-0.2, 0.4, 0.2], [0.7, 0.2, 0.2], [-0.5, -0.5, 0.5], [2.0, -1.4, 0.4], [-0.3, 3.0, -1.3], [-0.1, 0.5, -0.2], [0.8, -0.5, 0.0], [-1.4, -0.1, -0.1], [0.5, -0.3, -0.4], [-0.1, -0.4, -0.3], [0.4, 0.2, 0.0], [0.1, 0.2, 0.1], [-0.1, 0.3, 0.3], [-1.0, -2.4, 0.8], [0.6, 0.4, -0.3], [-0.7, -0.6, 0.1], [-0.7, 0.4, 0.0], [0.0, 0.8, -0.5], [0.1, 0.1, 0.0], [-0.3, -0.1, 0.0], [0.1, -0.1, 0.1], [0.0, -0.4, -0.4], [-0.2, -0.3, 0.0], [-0.4, 0.0, 0.5], [0.0, 0.2, 0.0], [0.0, -0.2, 0.2], [-0.2, 0.0, -0.1], [-0.1, 0.1, 0.6], [0.0, -0.3, 0.1], [-0.1, -0.1, -0.1], [0.2, -0.2, -0.3], [0.3, 0.1, 0.0], [0.1, 0.3, 0.2], [-0.3, 0.1, 0.1], [-0.1, 0.2, 0.0], [0.3, -0.1, -0.2], [0.1, 0.2, 0.2], [-0.1, 0.1, 0.0], [0.0, 0.2, 0.0], [-0.2, -0.1, 0.1], [0.8, 0.4, -0.1], [-0.5, -0.3, -0.5], [0.6, -0.3, -0.3], [0.3, 0.3, 0.5], [0.1, -0.2, 0.2], [-0.8, 0.0, -0.1], [-0.3, 0.5, 0.6], [0.0, 0.2, -0.1], [-0.3, -0.2, 0.1], [0.0, -0.2, 0.0], [0.2, -0.3, -0.1], [0.0, 0.1, 0.4], [0.2, 0.2, -0.2], [-0.1, -0.2, -0.2], [-0.2, 0.2, 0.0], [0.0, -0.3, 0.0], [-0.1, 0.2, 0.0], [0.2, -0.2, -0.1], [0.0, 0.2, -0.2], [0.0, -0.1, -0.1]],
  "mulliken_charge": [-0.93, -0.43, 1.01, -0.86, -1.01, -0.68, 0.49, -0.38, -0.95, 0.43, 0.56, -0.05, 0.87, -1.03, -0.14, 0.65, -0.35, -0.59, -0.38, -0.70, -0.38, -0.48, 0.08, -0.83, -0.84, -0.29, 0.26, 0.37, 0.38, 0.29, 0.40, 0.43, 0.27, 0.35, 0.40, 0.75, 0.40, 0.36, 0.38, 0.39, 0.38, 0.30, 0.32, 0.37, 0.35, 0.44, 0.55, -0.48, -0.04, -1.07, 0.38, -0.75, -0.53, -0.58, -0.07, -0.15, 0.34, 0.34, 0.32, 0.35, 0.19, 0.33, 0.35, 0.29, 0.26, 0.32, 0.19, 0.06]
}

Entry 3:
{
  "formula": "C27H34NOOsPSi",
  "method": "the ωB97M-V functional and the def2-TZVPD basis",
  "lumo_energy_ev": [-0.463, -0.474],
  "de_lowest_kcal_mol": 0.00,
  "elements": ["Os", "O", "C", "C", "C", "C", "C", "C", "C", "P", "C", "C", "C", "C", "C", "C", "C", "C", "C", "C", "C", "C", "H", "H", "H", "H", "H", "H", "H", "H", "H", "H", "H", "H", "H", "H", "C", "Si", "C", "C", "C", "H", "H", "H", "H", "H", "H", "H", "H", "H", "H", "H", "C", "C", "C", "C", "N", "H", "H", "H", "H", "H", "H", "H", "H", "H"],
  "xyz": [[-0.60184, 0.89092, 0.46454], [0.72735, 1.00895, 2.99474], [0.77306, 0.45008, 1.90810], [1.79454, -0.66813, 1.73084], [2.80055, -0.89057, 2.66858], [3.76404, -1.85619, 2.43217], [3.73575, -2.61663, 1.26173], [2.73072, -2.41291, 0.33008], [1.76348, -1.44170, 0.57247], [0.35018, -1.05222, -0.49053], [-0.87817, -2.35119, -0.19901], [-0.70906, -3.28807, 0.81436], [-1.70171, -4.22711, 1.05913], [-2.85630, -4.23842, 0.29090], [-3.02612, -3.30308, -0.72215], [-2.04486, -2.35562, -0.96239], [0.95252, -1.30345, -2.18568], [0.64218, -2.43757, -2.92914], [1.17999, -2.60773, -4.19802], [2.03037, -1.65006, -4.72783], [2.34515, -0.51736, -3.98904], [1.80821, -0.34306, -2.72487], [2.81263, -0.28095, 3.56309], [4.55450, -2.01922, 3.15414], [4.49970, -3.36156, 1.08166], [2.70173, -2.99567, -0.58387], [0.18942, -3.27905, 1.41805], [-1.56984, -4.95002, 1.85332], [-3.62787, -4.97194, 0.48426], [-3.93038, -3.30300, -1.31637], [-2.18836, -1.60577, -1.73202], [-0.01860, -3.19094, -2.51941], [0.93328, -3.49193, -4.77099], [2.44644, -1.78363, -5.71777], [3.00741, 0.23354, -4.39980], [2.05271, 0.54339, -2.15886], [1.10916, 3.19787, -2.10531], [1.57563, 3.23333, -0.28336], [3.07755, 2.14834, 0.03783], [2.06622, 4.98657, 0.17102], [0.08046, 2.80543, 0.78137], [1.99085, 3.25911, -2.74923], [0.46892, 4.05091, -2.34050], [0.55576, 2.29426, -2.36625], [3.93456, 2.51701, -0.53124], [2.93283, 1.09941, -0.22004], [3.34266, 2.17356, 1.09767], [2.93312, 5.30676, -0.41135], [2.32066, 5.06510, 1.22924], [1.24961, 5.68213, -0.03185], [-0.68478, 3.53031, 0.48520], [0.35618, 3.00016, 1.82460], [-4.34128, -0.09712, 1.30063], [-3.55321, 1.18596, 1.55776], [-4.18011, 2.36221, 0.81366], [-3.47927, 1.48096, 3.06139], [-2.22988, 1.00510, 1.02309], [-5.36609, 0.01870, 1.65842], [-3.88011, -0.94003, 1.81720], [-4.36502, -0.31649, 0.23194], [-5.18274, 2.55720, 1.20060], [-4.24070, 2.14095, -0.25121], [-3.57218, 3.25684, 0.94802], [-4.47579, 1.63984, 3.47911], [-2.87986, 2.37488, 3.23501], [-3.00596, 0.64868, 3.58216]],
  "forces_ev_per_a": [[-0.3, 0.6, 1.2], [0.2, -0.2, -0.1], [-0.1, 0.1, 0.0], [0.2, -0.2, 0.0], [-0.1, 0.0, 0.0], [0.0, -0.1, -0.1], [0.0, 0.1, 0.1], [0.0, 0.0, 0.0], [0.0, 0.1, 0.1], [0.0, -0.1, 0.3], [0.0, -0.1, 0.0], [0.0, 0.0, 0.0], [0.0, 0.0, 0.0], [0.0, 0.0, 0.0], [0.0, 0.0, 0.0], [-0.1, 0.0, 0.0], [0.0, 0.0, 0.0], [0.0, 0.0, 0.0], [0.0, 0.0, 0.0], [0.0, 0.0, 0.0], [0.0, 0.0, 0.0], [-0.1, -0.1, -0.1], [0.0, 0.0, 0.0], [0.0, 0.0, 0.0], [0.0, 0.0, 0.0], [0.0, 0.0, 0.0], [0.0, 0.0, 0.0], [0.0, 0.0, 0.0], [0.0, 0.0, 0.0], [0.0, 0.0, 0.0], [0.0, 0.0, 0.0], [0.0, 0.0, 0.0], [0.0, 0.0, 0.0], [0.0, 0.0, 0.0], [0.0, 0.0, 0.0], [0.0, 0.1, 0.1], [0.1, 0.0, 0.0], [0.1, 0.0, 0.0], [-0.1, 0.0, 0.0], [0.0, 0.0, 0.0], [-0.2, 0.0, -0.1], [0.0, 0.0, 0.0], [0.0, 0.0, 0.0], [0.0, 0.0, 0.0], [0.0, 0.0, 0.0], [0.0, -0.1, 0.0], [0.0, 0.0, 0.0], [0.0, 0.0, 0.0], [0.0, 0.0, 0.0], [0.0, 0.0, 0.0], [0.0, 0.1, 0.0], [0.1, -0.1, -0.1], [0.0, 0.0, 0.0], [0.2, -0.4, 1.0], [0.0, 0.0, 0.0], [0.0, 0.0, -0.1], [0.0, 0.4, -2.1], [0.0, 0.0, 0.0], [0.0, 0.0, 0.0], [0.0, 0.0, 0.0], [0.0, 0.0, 0.0], [0.0, 0.0, 0.0], [0.0, 0.0, 0.0], [0.0, 0.0, 0.0], [0.0, 0.0, 0.0], [0.0, 0.0, 0.0]],
  "mulliken_charge": [0.71, -0.68, -0.72, 0.75, -0.53, -0.58, -0.62, -0.39, 0.19, 0.70, 0.13, -0.62, -0.72, -0.51, -0.76, -0.03, 0.15, -0.35, -0.75, -0.54, -0.93, 0.06, 0.51, 0.39, 0.42, 0.49, 0.38, 0.42, 0.39, 0.43, 0.45, 0.37, 0.42, 0.38, 0.44, 0.31, -1.09, 0.33, -0.80, -1.13, -0.85, 0.34, 0.39, 0.35, 0.45, 0.13, 0.27, 0.29, 0.31, 0.31, 0.37, 0.51, -1.53, 1.52, -1.53, -1.63, -0.20, 0.44, 0.35, 0.34, 0.42, 0.35, 0.35, 0.43, 0.38, 0.38]
}

Number 2 is which compound?
C27H34N3O4